Entry 1:
Here is C36H29AsN4O6S3Ti as an isolated structure at a distorted geometry from OMol25. Energies are from ωB97M-V/def2-TZVPD.

Last column: Löwdin charge in e.
Atoms and positions in Å:
As  0.992  1.175  -0.724  1.34
Ti  -0.998  -1.150  0.466  0.86
S  2.268  -3.182  -2.040  0.93
S  1.462  -4.404  2.962  0.68
S  -1.983  1.135  -0.537  0.68
O  -2.148  -0.421  1.744  -0.20
O  0.672  -0.663  1.788  -0.18
O  2.179  -4.079  4.271  -0.78
O  -3.042  0.079  3.718  0.06
O  -1.139  -2.826  1.363  -0.10
O  -1.975  -3.642  3.250  0.06
N  -2.276  -1.859  -0.831  -0.04
N  0.366  -1.920  -0.807  -0.11
N  -2.597  -3.467  -2.391  0.16
N  1.521  -2.929  1.969  -0.24
C  3.192  0.604  -2.515  -0.13
C  -3.832  -3.137  -1.877  -0.19
C  0.620  -3.536  -2.476  -0.38
C  4.627  2.947  -2.325  -0.11
C  -4.689  -1.534  -0.253  0.00
C  1.134  4.570  2.586  -0.11
C  -0.393  3.187  -4.244  -0.12
C  -0.730  -0.567  3.647  -0.08
C  1.612  0.339  3.662  -0.09
C  2.123  -1.100  3.580  -0.07
C  -2.270  2.335  -3.009  -0.13
C  0.018  4.465  1.769  -0.09
C  -1.414  1.836  -2.020  -0.70
C  -3.614  -2.105  -0.927  -0.20
C  -2.121  -0.301  3.010  -0.57
C  3.469  2.782  -1.583  -0.12
C  -6.165  -3.033  -1.467  -0.14
C  2.738  1.597  -1.649  -0.36
C  -5.959  -2.011  -0.551  -0.11
C  -1.653  -2.719  -1.681  -0.23
C  -0.012  3.538  0.741  -0.11
C  -5.097  -3.621  -2.146  -0.05
C  -0.256  -2.780  -1.699  -0.34
C  -1.213  -2.914  2.634  -0.62
C  1.678  -2.039  -0.872  -0.50
C  2.181  2.807  1.350  -0.16
C  0.318  0.226  2.842  -0.26
C  -0.026  2.011  -2.174  -0.39
C  5.080  1.931  -3.149  -0.12
C  1.073  -1.788  2.668  -0.50
C  -1.761  2.997  -4.108  -0.12
C  -0.228  -2.015  3.452  -0.10
C  1.063  2.685  0.525  -0.38
C  4.350  0.757  -3.254  -0.10
C  2.226  3.747  2.364  -0.11
C  0.467  2.678  -3.282  -0.11
H  2.611  -0.308  -2.604  0.07
H  -0.049  1.178  2.439  0.15
H  -0.052  -2.527  4.399  0.14
H  2.474  -2.807  1.631  0.05
H  -7.168  -3.398  -1.652  0.08
H  2.309  1.031  3.189  0.08
H  1.416  0.686  4.677  0.12
H  3.104  3.828  2.996  0.10
H  3.118  3.595  -0.958  0.10
H  -6.816  -1.583  -0.048  0.09
H  0.396  -4.324  -3.165  0.03
H  0.006  3.726  -5.094  0.08
H  -2.432  3.385  -4.865  0.09
H  3.104  -1.153  3.102  0.12
H  -0.768  -0.274  4.700  0.15
H  -0.899  3.443  0.126  0.06
H  1.145  5.290  3.395  0.09
H  -3.334  2.190  -2.894  0.09
H  5.176  3.879  -2.264  0.09
H  -4.517  -0.767  0.489  0.11
H  -0.841  5.100  1.933  0.10
H  2.187  -1.626  4.532  0.11
H  1.534  2.822  -3.401  0.09
H  4.685  -0.038  -3.908  0.10
H  3.028  2.146  1.183  0.11
H  -5.252  -4.436  -2.843  0.09
H  2.383  -1.462  -0.300  0.06
H  5.992  2.058  -3.717  0.09
H  -2.377  -4.333  -2.854  0.15

Summary:
* E_HOMO (spin up / spin down): -0.20 / -0.34 eV
* frontier orbital gap (spin up / spin down): 4.200 / 4.327 eV
* E: -172511.4333 eV
* charge: -2
* spin multiplicity: 3


Entry 2:
Here is C36H29CaN3O7P4Se2 as an isolated structure at a distorted geometry from OMol25. Energies are from ωB97M-V/def2-TZVPD.

Last column: Löwdin charge in e.
Atoms and positions in Å:
Se  -3.118  -0.930  -3.400  0.25
Se  0.294  -0.665  2.904  0.37
Ca  -0.749  3.823  1.344  1.32
P  0.038  6.712  1.676  0.17
P  -2.118  5.823  -0.228  0.20
P  0.167  -1.222  0.888  0.52
P  -1.017  -0.933  -3.097  0.55
O  -3.093  6.573  -1.018  -0.29
O  0.891  7.855  0.924  -0.14
O  -0.770  5.415  -1.066  -0.20
O  -1.416  6.828  0.934  -0.30
O  -2.528  4.595  0.575  -0.49
O  -0.097  6.953  3.116  -0.29
O  0.687  5.387  1.210  -0.50
N  -0.403  1.444  -2.091  -0.01
N  -0.100  2.139  -1.005  -0.07
N  0.002  1.332  0.052  -0.05
C  -2.340  1.822  3.536  -0.20
C  0.310  1.801  6.817  -0.07
C  1.020  0.170  -7.132  -0.11
C  -0.628  -4.990  -2.705  -0.07
C  0.521  1.183  -6.320  -0.08
C  -3.265  -3.217  -0.148  -0.09
C  -0.602  1.794  5.720  -0.21
C  -1.821  1.054  5.773  -0.09
C  -0.155  -0.447  -4.656  -0.32
C  -1.092  -2.518  0.669  -0.33
C  1.055  -2.783  -2.855  -0.10
C  -0.329  -2.601  -2.862  -0.37
C  -1.177  2.553  3.378  -0.21
C  -1.168  -3.708  -2.798  -0.11
C  2.227  -3.158  0.583  -0.09
C  0.965  3.216  4.514  -0.05
C  -3.154  -4.410  0.553  -0.10
C  1.594  -4.065  -2.800  -0.09
C  0.898  -1.152  -6.729  -0.09
C  4.458  -2.630  -0.169  -0.11
C  -0.466  0.131  -1.739  -0.42
C  1.815  -1.844  0.360  -0.34
C  -1.019  -3.698  1.424  -0.12
C  -0.073  0.886  -5.095  -0.07
C  1.493  2.489  6.752  -0.12
C  -2.238  -2.273  -0.090  -0.11
C  4.059  -1.312  -0.384  -0.08
C  -0.228  0.057  -0.340  -0.43
C  -2.032  -4.646  1.350  -0.09
C  0.754  -5.168  -2.715  -0.09
C  1.829  3.208  5.572  -0.11
C  2.748  -0.919  -0.113  -0.08
C  0.308  -1.457  -5.505  -0.10
C  -2.666  1.072  4.699  -0.13
C  -0.294  2.523  4.533  -0.24
C  3.538  -3.550  0.322  -0.10
H  2.450  0.111  -0.267  0.11
H  1.176  -6.168  -2.661  0.10
H  2.178  2.485  7.597  0.08
H  0.052  1.233  7.711  0.09
H  -0.187  -3.848  2.106  0.09
H  -1.957  -5.562  1.932  0.10
H  2.773  3.745  5.512  0.09
H  -0.098  5.354  -0.330  -0.01
H  1.719  -1.924  -2.919  0.12
H  1.262  -1.955  -7.365  0.10
H  5.482  -2.937  -0.381  0.09
H  0.590  2.221  -6.637  0.10
H  -2.241  -3.550  -2.835  0.05
H  -2.354  -1.342  -0.632  0.05
H  1.492  0.410  -8.078  0.09
H  2.668  -4.194  -2.813  0.10
H  -4.141  -3.006  -0.755  0.10
H  4.770  -0.582  -0.756  0.10
H  1.517  -3.894  0.947  0.09
H  -3.064  1.790  2.718  0.07
H  0.204  -2.495  -5.218  0.10
H  -3.590  0.500  4.731  0.08
H  1.239  3.770  3.627  0.09
H  0.453  8.719  1.083  0.08
H  -3.944  -5.154  0.492  0.09
H  -2.060  0.482  6.670  0.09
H  3.839  -4.579  0.501  0.10
H  -1.290  -5.848  -2.633  0.10
H  -0.453  1.676  -4.470  0.09

Summary:
* E_HOMO: -2.60 eV
* frontier orbital gap: 6.236 eV
* E: -242904.9690 eV
* charge: -2


Entry 3:
Here is C36H29N4O2S6Tc as an isolated structure at a distorted geometry from OMol25. Energies are from ωB97M-V/def2-TZVPD.

Last column: Löwdin charge in e.
Atoms and positions in Å:
Tc  -0.456  0.368  -0.258  0.99
S  1.111  1.690  1.061  0.81
S  3.505  2.483  -2.396  0.90
S  6.042  3.665  -1.384  0.46
S  3.851  2.778  0.425  0.91
S  -2.444  1.462  -1.256  0.71
S  0.706  1.387  -2.119  0.63
O  -3.411  1.492  2.709  0.03
O  0.783  -4.781  -0.579  -0.07
N  0.808  -1.170  -0.090  -0.13
N  -1.501  1.651  1.367  -0.11
N  -1.317  -1.171  -1.485  0.01
N  -1.368  -0.862  1.162  0.03
C  0.875  -3.656  0.299  -0.14
C  -2.253  -0.946  -2.467  -0.21
C  -4.135  -0.412  -4.428  -0.09
C  3.123  -1.033  0.665  -0.24
C  2.659  -1.098  2.099  -0.05
C  -2.838  0.344  -2.512  -0.60
C  -1.346  -3.492  -2.043  0.00
C  -0.438  5.228  1.854  -0.06
C  -3.012  -1.324  2.789  0.02
C  -0.836  1.621  4.099  -0.04
C  2.327  2.085  -0.078  -1.04
C  -3.763  0.592  -3.508  -0.11
C  -0.346  4.062  3.924  -0.06
C  -1.069  2.893  1.916  -0.31
C  2.212  -1.207  -0.395  -0.26
C  1.786  -1.766  -2.839  -0.04
C  -2.497  1.036  2.016  -0.55
C  2.693  -1.369  -1.702  -0.22
C  -2.669  -1.969  -3.343  -0.16
C  -1.720  -3.104  1.827  0.00
C  -2.165  -3.261  -3.102  0.00
C  -0.911  -2.402  -1.254  -0.19
C  4.543  3.016  -1.133  -1.52
C  2.159  1.957  -1.413  -1.10
C  4.473  -0.846  0.380  -0.06
C  4.937  -0.882  -0.927  -0.08
C  -0.749  2.891  3.292  -0.23
C  -0.858  4.076  1.184  -0.23
C  0.002  -2.413  -0.013  -0.30
C  -0.200  5.242  3.216  -0.10
C  -3.614  -1.674  -4.354  -0.06
C  -2.316  -0.448  1.977  -0.18
C  -1.048  -2.154  1.080  -0.18
C  4.052  -1.179  -1.951  -0.06
C  -1.062  4.164  -0.297  -0.09
C  -2.718  -2.676  2.701  -0.04
H  -1.017  -4.490  -1.800  0.10
H  2.210  -2.075  2.317  0.07
H  -4.219  1.576  -3.559  0.10
H  -1.876  1.368  4.329  0.08
H  -2.466  -4.080  -3.752  0.12
H  -3.928  -2.457  -5.037  0.10
H  -4.870  -0.181  -5.193  0.10
H  -1.478  -4.156  1.722  0.12
H  1.905  -3.316  0.337  0.11
H  -0.586  3.335  -0.818  -0.02
H  5.166  -0.667  1.197  0.11
H  -3.267  -3.399  3.295  0.11
H  3.499  -0.951  2.781  0.08
H  5.986  -0.705  -1.142  0.10
H  -2.124  4.134  -0.556  0.06
H  1.902  -0.347  2.307  0.01
H  4.413  -1.258  -2.971  0.11
H  0.622  -4.025  1.286  0.11
H  0.995  -1.036  -2.995  0.02
H  -0.289  6.134  1.274  0.10
H  1.301  -2.731  -2.651  0.06
H  1.299  -4.584  -1.367  0.08
H  2.358  -1.857  -3.763  0.08
H  -3.774  -0.915  3.439  0.12
H  0.116  6.152  3.714  0.09
H  -0.639  5.095  -0.679  0.08
H  -0.288  1.732  5.035  0.08
H  -0.130  4.037  4.988  0.10
H  -0.410  0.777  3.545  0.07

Summary:
* E_HOMO (spin up / spin down): -4.04 / -4.35 eV
* frontier orbital gap (spin up / spin down): 5.995 / 5.775 eV
* E: -115073.6984 eV
* charge: -1
* spin multiplicity: 2


ΔE to the lowest compared entry with this formula, charge and spin across the listed records, respectively: 2.2214; 2.2890; 1.2172 eV.